1.
{
  "formula": "C40H44ClF4InN8OSi2",
  "method": "ωB97M-V/def2-TZVPD",
  "homo_lumo_gap_ev": 6.37,
  "total_energy_ha": -3692.0835,
  "largest_force_ev_per_a": 1.3,
  "charge": 2,
  "e_lumo_ev": -6.9,
  "e_above_lowest_kj_mol": 185.5,
  "elements": ["In", "C", "Si", "C", "C", "C", "C", "C", "C", "C", "C", "N", "Si", "C", "C", "C", "H", "H", "H", "H", "H", "H", "H", "H", "H", "H", "H", "H", "H", "H", "H", "H", "H", "H", "H", "H", "H", "H", "F", "C", "C", "F", "C", "C", "C", "F", "C", "C", "C", "N", "C", "N", "F", "C", "C", "N", "C", "N", "C", "C", "C", "C", "C", "O", "C", "C", "C", "C", "C", "C", "Cl", "C", "C", "C", "N", "C", "N", "C", "N", "H", "H", "H", "H", "H", "H", "H", "H", "H", "H", "H", "H", "H", "H", "H", "H", "H", "H", "H", "H", "H", "H"],
  "xyz": [[1.454, 1.318, 1.191], [-0.158, 5.166, 3.965], [-0.211, 3.621, 2.939], [-0.863, 2.170, 3.914], [-1.212, 3.919, 1.390], [1.584, 3.240, 2.358], [1.945, 3.911, 1.064], [2.271, 5.261, 0.963], [2.577, 5.771, -0.285], [2.564, 4.938, -1.402], [2.236, 3.615, -1.229], [1.924, 3.125, -0.020], [3.047, 2.869, 3.570], [3.382, 4.430, 4.519], [4.509, 2.408, 2.515], [2.519, 1.490, 4.704], [-1.173, 5.430, 4.274], [0.239, 6.013, 3.405], [0.432, 5.039, 4.871], [-1.943, 2.272, 4.039], [-0.427, 2.114, 4.911], [-0.677, 1.214, 3.421], [-2.268, 4.035, 1.644], [-1.137, 3.099, 0.678], [-0.892, 4.831, 0.883], [2.282, 5.890, 1.841], [2.836, 6.816, -0.390], [2.811, 5.313, -2.384], [2.231, 2.909, -2.049], [3.642, 5.262, 3.863], [4.236, 4.270, 5.182], [2.541, 4.725, 5.143], [4.844, 3.252, 1.910], [4.323, 1.574, 1.835], [5.344, 2.110, 3.153], [1.793, 1.834, 5.441], [3.386, 1.118, 5.253], [2.084, 0.638, 4.178], [3.600, -4.875, -0.048], [2.807, -4.201, 0.772], [1.665, -4.818, 1.245], [1.368, -6.033, 0.813], [0.722, -4.120, 2.009], [1.074, -2.839, 2.429], [2.223, -2.249, 1.989], [2.532, -1.023, 2.487], [3.037, -2.825, 0.990], [3.835, -1.993, 0.141], [3.395, -0.693, 0.052], [2.935, 0.386, -0.006], [4.783, -2.450, -0.817], [5.529, -2.803, -1.615], [0.223, -2.129, 3.182], [-0.755, -4.398, 1.900], [-0.966, -3.790, 0.771], [-0.824, -3.200, -0.336], [-1.661, -4.985, 2.822], [-2.394, -5.434, 3.580], [-1.174, -1.163, -3.536], [-2.535, -0.557, -3.904], [-2.372, 0.957, -4.112], [-2.929, -1.150, -5.265], [-3.673, -0.822, -2.860], [-4.870, -0.212, -3.355], [-4.089, -2.296, -2.591], [-3.347, -3.261, -1.653], [-2.137, -3.941, -2.238], [-2.183, -4.635, -3.448], [-1.052, -5.213, -3.997], [0.176, -5.102, -3.351], [1.587, -5.797, -4.043], [0.267, -4.435, -2.140], [-0.900, -3.908, -1.618], [-3.577, 0.033, -1.564], [-2.417, 0.031, -0.642], [-1.301, 0.742, -0.709], [-0.616, 0.625, 0.430], [-1.391, -0.230, 1.168], [-2.482, -0.603, 0.553], [-0.398, -0.686, -4.136], [-1.130, -2.227, -3.754], [-0.899, -1.027, -2.487], [-1.788, 1.137, -5.015], [-1.844, 1.452, -3.297], [-3.335, 1.449, -4.234], [-2.112, -0.995, -5.970], [-3.807, -0.663, -5.690], [-3.104, -2.225, -5.220], [-5.231, -0.741, -4.075], [-4.221, -2.771, -3.564], [-5.091, -2.198, -2.169], [-4.067, -4.035, -1.373], [-3.104, -2.744, -0.725], [-3.122, -4.715, -3.981], [-1.111, -5.752, -4.932], [1.214, -4.353, -1.625], [-0.685, -2.190, -0.337], [-4.428, -0.242, -0.943], [-3.712, 1.073, -1.853], [-1.044, 1.380, -1.536], [-1.168, -0.534, 2.176]]
}



2.
{
  "formula": "C40H44CoF6N7O2P3S2",
  "method": "ωB97M-V/def2-TZVPD",
  "homo_lumo_gap_ev": 6.41,
  "total_energy_ha": -5886.9058,
  "largest_force_ev_per_a": 1.0,
  "charge": 1,
  "e_lumo_ev": -3.8,
  "e_above_lowest_kj_mol": 0.0,
  "elements": ["Co", "C", "N", "P", "C", "C", "C", "C", "C", "C", "C", "C", "C", "C", "C", "C", "P", "C", "C", "C", "C", "C", "C", "C", "C", "C", "C", "C", "C", "H", "H", "H", "H", "H", "H", "H", "H", "H", "H", "H", "H", "H", "H", "H", "H", "H", "H", "H", "H", "H", "H", "H", "N", "C", "C", "C", "C", "C", "C", "S", "O", "O", "N", "C", "N", "C", "C", "C", "N", "H", "H", "H", "H", "H", "H", "H", "H", "H", "C", "N", "C", "C", "S", "N", "C", "C", "H", "H", "H", "H", "H", "H", "H", "H", "H", "H", "H", "H", "F", "P", "F", "F", "F", "F", "F"],
  "xyz": [[0.135, -0.488, -0.210], [-0.442, -1.655, 3.843], [-0.774, -1.504, 2.404], [0.129, -2.279, 1.196], [-0.787, -3.772, 0.751], [-0.449, -4.446, -0.425], [-1.092, -5.627, -0.760], [-2.072, -6.145, 0.079], [-2.401, -5.486, 1.256], [-1.757, -4.301, 1.594], [1.639, -2.997, 1.859], [1.546, -4.131, 2.674], [2.691, -4.703, 3.194], [3.937, -4.155, 2.902], [4.036, -3.048, 2.074], [2.890, -2.474, 1.542], [-1.300, -0.039, 1.665], [-1.869, 1.039, 3.016], [-2.834, 0.504, 3.875], [-3.414, 1.307, 4.838], [-3.066, 2.653, 4.932], [-2.111, 3.183, 4.083], [-1.499, 2.375, 3.130], [-2.938, -0.380, 0.947], [-3.440, 0.603, 0.090], [-4.703, 0.460, -0.470], [-5.471, -0.665, -0.177], [-4.969, -1.643, 0.670], [-3.703, -1.501, 1.230], [-1.105, -2.375, 4.329], [-0.542, -0.700, 4.347], [0.587, -1.982, 3.960], [0.320, -4.044, -1.078], [-0.827, -6.147, -1.673], [-2.574, -7.068, -0.180], [-3.157, -5.894, 1.916], [-2.008, -3.795, 2.519], [0.582, -4.571, 2.903], [2.615, -5.582, 3.822], [4.831, -4.600, 3.321], [5.003, -2.617, 1.846], [2.975, -1.624, 0.889], [-3.140, -0.532, 3.786], [-4.149, 0.886, 5.513], [-3.548, 3.285, 5.668], [-1.836, 4.228, 4.156], [-0.733, 2.780, 2.493], [-2.850, 1.486, -0.157], [-5.080, 1.227, -1.138], [-6.460, -0.774, -0.605], [-5.562, -2.521, 0.899], [-3.324, -2.261, 1.900], [2.685, 6.127, 1.486], [1.984, 5.273, 0.668], [2.436, 5.000, -0.626], [1.746, 4.125, -1.438], [0.588, 3.518, -0.967], [0.092, 3.827, 0.295], [0.781, 4.697, 1.105], [-0.354, 2.570, -2.050], [0.320, 2.539, -3.322], [-1.716, 3.018, -1.951], [-0.307, 0.987, -1.482], [-1.259, 0.189, -2.028], [-1.280, -0.985, -1.349], [-2.177, -1.920, -1.663], [-3.072, -1.694, -2.677], [-2.949, -0.488, -3.367], [-2.045, 0.437, -3.085], [3.621, 6.386, 1.233], [2.471, 6.148, 2.466], [3.338, 5.480, -0.988], [2.085, 3.916, -2.444], [-0.856, 3.410, 0.611], [0.412, 4.939, 2.098], [-2.165, -2.837, -1.096], [-3.824, -2.428, -2.927], [-3.601, -0.269, -4.208], [0.343, -1.522, -4.357], [1.397, -0.572, -4.007], [1.403, 0.632, -4.855], [2.112, -0.648, -2.890], [1.660, -1.608, -1.503], [3.286, -0.004, -2.835], [4.165, 0.110, -4.005], [3.950, 0.309, -1.560], [0.346, -1.637, -5.440], [-0.623, -1.147, -4.055], [0.528, -2.485, -3.893], [0.373, 0.974, -4.947], [1.801, 0.419, -5.847], [1.974, 1.424, -4.388], [3.763, -0.448, -4.843], [5.133, -0.314, -3.739], [4.312, 1.149, -4.298], [3.221, 0.528, -0.788], [4.569, 1.190, -1.719], [4.581, -0.519, -1.233], [1.686, 0.345, 0.666], [2.551, 1.121, 2.035], [2.844, 2.296, 1.031], [2.134, -0.163, 2.901], [3.844, 0.344, 1.511], [3.302, 1.795, 3.242], [1.140, 1.775, 2.420]]
}



> What is the formula in the second record?

C40H44CoF6N7O2P3S2